1.
{
  "formula": "C4H8N2O",
  "method": "the ωB97M-V functional and the def2-TZVPD basis",
  "elements": ["C", "N", "C", "C", "O", "C", "N", "H", "H", "H", "H", "H", "H", "H", "H"],
  "positions_angstrom": [[-0.079, 1.651, 0.849], [-0.389, 0.308, 0.785], [0.310, -0.369, -0.271], [-0.208, -1.782, -0.461], [0.110, -2.635, 0.619], [0.263, 0.558, -1.581], [0.105, 1.727, -1.174], [-0.819, 2.257, 1.392], [0.949, 1.877, 1.143], [-0.111, 2.688, -1.124], [-1.392, 0.174, 0.692], [1.382, -0.401, -0.032], [0.253, -2.211, -1.352], [-1.299, -1.746, -0.639], [-0.134, -2.176, 1.434]],
  "largest_force_ev_per_a": 2.6,
  "e_above_lowest_kcal_mol": 113.7,
  "total_charge": 0,
  "mol_weight_g_mol": 100.12,
  "homo_lumo_gap_ev": 8.60
}


2.
{
  "formula": "C32H39Ge2N5S5Ta",
  "method": "the ωB97M-V functional and the def2-TZVPD basis",
  "elements": ["Ta", "C", "S", "C", "S", "N", "N", "C", "C", "C", "C", "C", "C", "N", "H", "H", "H", "H", "H", "H", "H", "H", "C", "C", "Ge", "C", "C", "C", "C", "Ge", "C", "C", "C", "C", "C", "C", "C", "C", "C", "C", "H", "H", "H", "H", "H", "H", "H", "H", "H", "H", "H", "H", "H", "H", "H", "H", "H", "H", "H", "H", "H", "H", "H", "H", "H", "H", "S", "C", "S", "C", "N", "N", "C", "C", "C", "C", "C", "C", "S", "H", "H", "H", "H", "H"],
  "positions_angstrom": [[-1.594, 0.236, -1.907], [-4.909, 3.021, 1.546], [-5.370, 3.080, -0.219], [-4.198, 2.044, -1.023], [-3.269, 0.618, -0.333], [-3.982, 2.449, -2.192], [-3.109, 1.717, -2.892], [-3.052, 1.818, -4.175], [-2.018, 1.052, -4.816], [-1.814, 0.964, -6.177], [-0.914, 0.038, -6.679], [-0.203, -0.742, -5.783], [-0.290, -0.470, -4.443], [-1.170, 0.414, -3.953], [-5.838, 2.924, 2.109], [-4.223, 2.259, 1.850], [-4.430, 4.013, 1.679], [-3.793, 2.410, -4.693], [-2.423, 1.583, -6.848], [-0.784, -0.066, -7.747], [0.450, -1.549, -6.135], [0.296, -1.061, -3.758], [3.105, -2.428, 2.271], [1.586, -2.378, 1.900], [0.968, -0.571, 2.256], [-0.092, 0.000, 3.690], [0.900, 0.342, 4.898], [1.898, 0.944, 1.541], [1.756, 1.637, 0.421], [0.991, 1.207, -1.359], [2.197, -0.283, -2.024], [3.239, -0.026, -3.071], [0.597, 2.931, -2.376], [-0.659, 3.584, -1.803], [2.437, 3.005, 0.264], [1.826, 4.142, 0.804], [2.345, 5.349, 0.488], [3.529, 5.481, -0.299], [4.183, 4.373, -0.730], [3.597, 3.094, -0.478], [3.582, -3.327, 1.985], [3.200, -2.327, 3.365], [3.550, -1.624, 1.768], [0.952, -3.005, 2.510], [1.347, -2.643, 0.852], [-0.941, -0.677, 3.958], [-0.426, 0.987, 3.411], [1.370, -0.510, 5.357], [0.318, 0.860, 5.614], [1.709, 0.913, 4.501], [2.389, 1.344, 2.433], [1.651, -1.221, -2.327], [2.701, -0.523, -1.068], [2.846, 0.069, -4.073], [3.821, -0.930, -3.093], [3.887, 0.818, -2.841], [0.610, 2.714, -3.460], [1.411, 3.614, -2.152], [-1.566, 3.096, -2.062], [-0.766, 4.628, -2.138], [-0.535, 3.544, -0.726], [1.023, 4.004, 1.442], [1.911, 6.218, 0.910], [4.046, 6.405, -0.354], [5.120, 4.394, -1.239], [4.065, 2.156, -0.819], [-4.288, -4.163, 2.810], [-3.175, -3.651, 1.750], [-3.458, -2.681, 0.270], [-1.776, -2.630, -0.011], [-1.075, -3.349, 0.844], [-1.859, -3.962, 1.718], [-1.305, -4.817, 2.750], [-1.097, -6.179, 2.458], [-0.625, -7.036, 3.406], [-0.321, -6.483, 4.638], [-0.581, -5.151, 4.912], [-1.075, -4.272, 3.977], [-0.956, -1.836, -1.252], [-1.427, -6.568, 1.501], [-0.485, -8.086, 3.133], [0.090, -7.117, 5.378], [-0.382, -4.896, 5.945], [-1.246, -3.255, 4.212]],
  "largest_force_ev_per_a": 3.1,
  "e_above_lowest_kcal_mol": 33.5,
  "total_charge": 3,
  "mol_weight_g_mol": 980.20,
  "homo_lumo_gap_ev": 4.57
}


3.
{
  "formula": "C7H6O",
  "method": "the ωB97M-V functional and the def2-TZVPD basis",
  "elements": ["C", "C", "C", "C", "C", "C", "C", "O", "H", "H", "H", "H", "H", "H"],
  "positions_angstrom": [[-1.150, 2.374, -0.324], [-0.501, 1.267, -0.660], [-0.065, -0.284, -0.455], [-1.449, -0.957, -0.262], [-2.383, -1.744, 0.048], [0.941, -0.054, 0.877], [2.003, -0.458, -0.191], [0.963, -0.829, -1.219], [-1.822, 3.400, 0.035], [-3.466, -2.340, -0.266], [1.034, -0.648, 1.736], [0.650, 1.159, 1.124], [2.580, 0.560, -0.406], [2.665, -1.446, -0.036]],
  "largest_force_ev_per_a": 6.9,
  "smiles": "C#CC1(C#C)CCO1",
  "e_above_lowest_kcal_mol": 192.8,
  "total_charge": 0,
  "mol_weight_g_mol": 106.12,
  "homo_lumo_gap_ev": 10.36
}


4.
{
  "formula": "C6H5N2OS",
  "method": "the ωB97M-V functional and the def2-TZVPD basis",
  "elements": ["C", "C", "C", "C", "C", "C", "N", "N", "O", "S", "H", "H", "H", "H", "H"],
  "positions_angstrom": [[-1.805, 0.866, -0.438], [-1.018, 1.800, 0.069], [-1.491, -0.490, -1.029], [1.432, 1.696, 0.361], [0.156, -1.615, 0.473], [1.472, -1.288, 0.556], [0.258, 1.692, 0.238], [-0.707, -1.303, -0.479], [3.808, -0.349, 0.079], [2.532, -0.229, -0.447], [-2.846, 1.076, -0.663], [-1.490, 2.870, 0.436], [-2.211, -0.718, -1.869], [-0.064, -2.198, 1.315], [1.974, -1.809, 1.398]],
  "largest_force_ev_per_a": 6.1,
  "e_above_lowest_kcal_mol": 76.0,
  "total_charge": 1,
  "mol_weight_g_mol": 153.19,
  "homo_lumo_gap_ev": [7.24, 7.24]
}